[1]
{"formula": "C4H10O2", "method": "ωB97M-V/def2-TZVPD", "total_charge": 0, "orbital_gap_ev": 10.71, "smiles": "CC(=O)CCO.[H][H]", "homo_energy_ev": -9.86, "relative_energy_ev": 1.655, "fmax_ev_per_a": 0.4, "symbols": ["O", "O", "C", "C", "C", "C", "H", "H", "H", "H", "H", "H", "H", "H", "H", "H"], "positions_angstrom": [[0.7698, -0.1069, 1.5815], [-1.8513, 0.1563, 1.2549], [1.9991, -0.6201, -0.3850], [-1.6012, 0.8499, 0.0592], [-0.1102, 0.9025, -0.3895], [0.8524, 0.0077, 0.3719], [-1.0677, 0.2524, 1.8162], [-0.0304, 0.7235, -1.4675], [0.2815, 1.9149, -0.2175], [-1.1742, -1.8361, 0.1153], [-2.1823, 0.3445, -0.7192], [-0.7939, -2.1973, -0.4167], [2.6942, 0.1710, -0.6959], [2.5262, -1.3179, 0.2684], [1.6617, -1.1295, -1.2930], [-1.9735, 1.8849, 0.1168]], "forces_ev_per_angstrom": [[0.10, 0.04, -0.38], [-0.05, 0.12, 0.08], [-0.01, -0.07, 0.01], [0.01, 0.15, -0.36], [0.03, 0.02, 0.01], [0.10, 0.13, 0.27], [-0.01, -0.12, 0.05], [-0.02, 0.00, 0.19], [-0.02, -0.13, -0.01], [0.05, -0.08, -0.08], [0.08, 0.06, 0.09], [-0.07, -0.01, 0.03], [-0.14, -0.09, 0.04], [-0.07, 0.11, -0.10], [-0.02, 0.08, 0.14], [0.03, -0.21, 0.02]]}

[2]
{"formula": "C4H10O2", "method": "ωB97M-V/def2-TZVPD", "total_charge": 0, "orbital_gap_ev": 10.63, "smiles": "CC(CO)CO", "homo_energy_ev": -9.78, "relative_energy_ev": 0.872, "fmax_ev_per_a": 0.6, "symbols": ["O", "O", "C", "C", "C", "C", "H", "H", "H", "H", "H", "H", "H", "H", "H", "H"], "positions_angstrom": [[1.3836, 1.4291, 0.9168], [1.5326, 0.3609, -1.4667], [0.1274, 0.8327, 1.1468], [-1.6647, -0.7390, 0.1857], [0.6802, -0.6100, -0.8377], [-0.4466, 0.1497, -0.1183], [-2.0481, -1.2198, -0.7226], [2.4403, 0.0322, -1.5075], [0.2357, 0.0725, 1.9372], [-2.4928, -0.1455, 0.5879], [-1.4676, -1.5358, 0.9147], [0.3028, -1.2909, -1.6154], [1.2457, -1.1870, -0.0909], [1.5299, 1.3174, -0.0383], [-0.7870, 0.9353, -0.8090], [-0.5715, 1.5980, 1.5173]], "forces_ev_per_angstrom": [[-0.06, 0.08, -0.08], [0.22, -0.08, -0.23], [-0.51, -0.30, 0.07], [-0.04, -0.01, 0.02], [-0.23, -0.19, 0.14], [0.00, 0.02, -0.03], [0.17, 0.11, 0.09], [-0.25, -0.05, -0.04], [-0.03, 0.09, -0.09], [0.19, 0.01, 0.00], [0.19, 0.18, -0.12], [-0.06, 0.12, 0.29], [-0.07, 0.01, -0.20], [0.36, 0.33, 0.21], [0.14, -0.10, 0.05], [-0.01, -0.22, -0.07]]}

[3]
{"formula": "C4H10O2", "method": "ωB97M-V/def2-TZVPD", "total_charge": 0, "orbital_gap_ev": 10.78, "smiles": "COC[C@@H](C)O", "homo_energy_ev": -9.79, "relative_energy_ev": 1.029, "fmax_ev_per_a": 0.4, "symbols": ["O", "O", "C", "C", "C", "C", "H", "H", "H", "H", "H", "H", "H", "H", "H", "H"], "positions_angstrom": [[1.1806, -1.0294, -0.6108], [-1.0428, -1.0595, 1.0794], [-0.6938, 0.1170, 0.3776], [0.0243, -0.2722, -0.9068], [-1.9449, 0.9361, 0.1404], [2.2578, -0.2330, -0.1835], [-2.3698, 1.2376, 1.1019], [-2.6943, 0.3507, -0.4013], [-0.6115, -0.9368, -1.4994], [-0.2792, -1.6491, 0.9879], [0.2907, 0.6117, -1.5084], [-1.7102, 1.8381, -0.4363], [3.0947, -0.9151, -0.0351], [2.5100, 0.5321, -0.9365], [2.0469, 0.2739, 0.7674], [0.0005, 0.7224, 0.9845]], "forces_ev_per_angstrom": [[-0.03, -0.10, -0.09], [0.18, -0.18, 0.07], [0.07, 0.35, -0.16], [-0.19, 0.06, -0.12], [-0.05, 0.01, -0.02], [0.26, 0.07, 0.14], [0.00, -0.03, -0.16], [0.10, 0.06, 0.04], [-0.06, 0.16, 0.03], [-0.17, -0.01, 0.11], [-0.08, -0.09, 0.11], [-0.05, -0.13, 0.10], [0.06, 0.18, -0.05], [0.01, -0.21, 0.13], [0.07, -0.05, -0.11], [-0.12, -0.09, -0.03]]}

Copy entry 3 word for word.
{"formula": "C4H10O2", "method": "ωB97M-V/def2-TZVPD", "total_charge": 0, "orbital_gap_ev": 10.78, "smiles": "COC[C@@H](C)O", "homo_energy_ev": -9.79, "relative_energy_ev": 1.029, "fmax_ev_per_a": 0.4, "symbols": ["O", "O", "C", "C", "C", "C", "H", "H", "H", "H", "H", "H", "H", "H", "H", "H"], "positions_angstrom": [[1.1806, -1.0294, -0.6108], [-1.0428, -1.0595, 1.0794], [-0.6938, 0.1170, 0.3776], [0.0243, -0.2722, -0.9068], [-1.9449, 0.9361, 0.1404], [2.2578, -0.2330, -0.1835], [-2.3698, 1.2376, 1.1019], [-2.6943, 0.3507, -0.4013], [-0.6115, -0.9368, -1.4994], [-0.2792, -1.6491, 0.9879], [0.2907, 0.6117, -1.5084], [-1.7102, 1.8381, -0.4363], [3.0947, -0.9151, -0.0351], [2.5100, 0.5321, -0.9365], [2.0469, 0.2739, 0.7674], [0.0005, 0.7224, 0.9845]], "forces_ev_per_angstrom": [[-0.03, -0.10, -0.09], [0.18, -0.18, 0.07], [0.07, 0.35, -0.16], [-0.19, 0.06, -0.12], [-0.05, 0.01, -0.02], [0.26, 0.07, 0.14], [0.00, -0.03, -0.16], [0.10, 0.06, 0.04], [-0.06, 0.16, 0.03], [-0.17, -0.01, 0.11], [-0.08, -0.09, 0.11], [-0.05, -0.13, 0.10], [0.06, 0.18, -0.05], [0.01, -0.21, 0.13], [0.07, -0.05, -0.11], [-0.12, -0.09, -0.03]]}